Entry from the OMol25 dataset: 13 unconnected molecules or ions with the total composition C16H58N2O13 (ωB97M-V/def2-TZVPD).

The geometry in XYZ format:
```
89
Properties=species:S:1:pos:R:3:mulliken_charge:R:1
C 7.328 8.924 -20.325 -1.5303
C 8.623 9.173 -19.618 0.2541
O 8.987 10.518 -19.794 -0.0993
H 7.448 8.926 -21.424 0.3250
H 6.532 9.610 -20.001 0.2543
H 7.038 7.961 -20.005 0.4829
H 9.374 8.456 -19.955 0.2639
H 8.361 8.954 -18.636 -0.0322
H 9.404 10.868 -18.963 0.1047
C 13.368 10.577 -15.302 -0.1041
C 12.807 9.503 -14.430 -0.0849
O 13.373 8.226 -14.689 -0.5811
H 12.872 11.522 -15.079 -0.0302
H 13.203 10.491 -16.344 -0.3905
H 14.392 10.644 -15.122 0.7268
H 11.707 9.499 -14.541 -0.2655
H 12.961 9.718 -13.368 0.3769
H 14.142 8.116 -14.045 0.3881
C 11.893 12.442 -12.569 -1.6399
C 10.802 12.528 -13.541 1.3816
O 10.820 13.799 -14.113 -0.6487
H 12.163 11.464 -12.138 0.2475
H 11.775 13.175 -11.782 0.4054
H 12.818 12.840 -13.086 0.3225
H 9.910 12.270 -13.048 0.1829
H 10.918 11.728 -14.320 -0.6856
H 10.481 13.838 -14.991 0.3811
C 10.491 12.427 -17.030 -0.1224
O 11.775 12.542 -17.448 -0.5966
N 9.864 13.467 -16.512 0.4946
N 9.895 11.288 -16.945 1.4154
H 10.293 14.348 -16.781 0.4360
H 9.019 13.553 -15.980 -0.1357
H 10.438 10.397 -17.153 -0.2317
H 9.040 11.068 -16.513 -0.5162
C 12.085 9.364 -18.502 -0.7336
O 10.991 8.989 -17.677 -0.3114
H 12.490 10.297 -18.460 -0.0967
H 11.825 9.104 -19.530 0.2787
H 12.954 8.764 -18.304 0.5717
H 11.090 8.113 -17.348 0.2307
C 9.267 13.605 -20.039 -0.7666
O 8.559 12.994 -21.031 -0.6728
H 9.177 14.645 -20.044 0.5752
H 10.342 13.286 -20.232 0.2781
H 9.128 13.208 -19.043 0.2145
H 8.757 12.071 -20.925 0.4081
C 10.721 16.267 -17.770 -0.4958
O 11.630 15.415 -17.080 -0.6198
H 11.258 16.758 -18.618 0.4262
H 10.077 16.972 -17.175 0.1787
H 10.040 15.643 -18.381 -0.0960
H 12.510 15.879 -17.201 0.3496
C 8.642 9.149 -15.312 -0.3822
O 7.617 10.012 -15.852 -0.7209
H 9.461 9.753 -14.840 0.0321
H 9.116 8.478 -16.104 0.0951
H 8.215 8.387 -14.620 0.4290
H 7.007 9.500 -16.330 0.2662
C 14.316 13.850 -18.893 -0.3125
O 14.755 13.053 -17.813 -0.6021
H 14.870 14.813 -18.899 0.2944
H 13.248 14.133 -18.817 -0.0457
H 14.523 13.238 -19.756 0.2811
H 13.942 12.728 -17.444 0.3652
C 12.330 11.692 -21.129 -0.1296
O 12.813 12.581 -22.136 -0.5588
H 12.578 12.126 -20.189 -0.3245
H 12.979 10.836 -21.288 0.4860
H 11.248 11.460 -21.157 0.2319
H 12.674 12.101 -22.987 0.3136
C 6.712 11.915 -18.352 -0.0738
O 5.704 12.764 -17.908 -0.6323
H 6.444 10.888 -18.136 0.0254
H 7.604 12.166 -17.779 -0.0789
H 6.807 12.013 -19.458 0.3505
H 6.083 13.629 -18.078 0.3533
C 6.272 12.403 -14.554 -0.9872
O 7.677 12.401 -14.669 -0.3670
H 6.074 13.191 -13.818 0.2793
H 6.049 11.455 -14.083 0.4095
H 5.767 12.586 -15.519 0.2569
H 7.906 11.628 -15.130 0.2946
C 7.592 15.624 -14.751 -0.2885
O 8.151 16.672 -15.486 -0.5288
H 6.813 16.062 -14.167 0.3853
H 8.415 15.228 -14.160 0.2223
H 7.103 14.908 -15.393 -0.1315
H 8.572 17.291 -14.825 0.3249
```

Results
- Charge: 0
- Relative energy (zero: lowest compared OMol25 entry of this formula, charge and spin): 26.09 kcal/mol
- HOMO-LUMO gap: 9.409 eV
- E_LUMO: 0.0010 Ha
- HOMO level: -9.38 eV

=====

Entry from the OMol25 dataset: C9H16Si in the gas phase (ωB97M-V/def2-TZVPD).

The geometry in XYZ format:
```
26
Properties=species:S:1:pos:R:3:nbo_charge:R:1
C 0.640 -0.655 1.357 -0.2329
C 1.008 0.547 0.926 -0.0277
C 0.313 1.014 -0.294 -0.1325
C -0.707 0.247 -0.687 0.0961
C -0.238 -1.472 0.621 -0.3417
C 1.879 1.488 1.719 -0.6384
C 0.461 2.343 -0.918 -0.6386
C -1.726 0.264 -1.724 -0.7280
C -1.517 -1.953 1.080 -0.6520
Si 0.510 -2.116 -0.951 0.9348
H 1.097 -0.844 2.388 0.2252
H 1.193 2.029 2.453 0.2189
H 2.215 2.334 0.959 0.2082
H 2.739 1.139 2.349 0.2318
H -0.390 3.060 -1.000 0.2291
H 0.794 2.114 -1.936 0.2210
H 1.357 2.884 -0.372 0.2067
H -2.240 -0.723 -1.637 0.2342
H -1.414 0.485 -2.781 0.2281
H -2.552 1.047 -1.436 0.2375
H -1.703 -3.017 0.813 0.2119
H -2.378 -1.356 0.571 0.2248
H -1.558 -1.748 2.138 0.2217
H 0.889 -3.452 -0.474 -0.2008
H 1.630 -1.280 -1.069 -0.1625
H -0.304 -2.378 -2.097 -0.1752
```

Results
- Charge: 0
- Relative energy (zero: lowest compared OMol25 entry of this formula, charge and spin): 84.71 kcal/mol
- HOMO-LUMO gap: 8.331 eV
- E_LUMO: 0.0308 Ha
- HOMO level: -7.49 eV

=====

Entry from the OMol25 dataset: 2 unconnected molecules or ions with the total composition C5H10O2 (ωB97M-V/def2-TZVPD).

The geometry in XYZ format:
```
17
Properties=species:S:1:pos:R:3:nbo_charge:R:1
C 1.563 0.257 1.660 -0.7262
C 1.062 -0.105 0.301 0.6204
O 1.654 -0.920 -0.378 -0.5584
C -0.316 0.474 -0.043 -0.0019
C -1.107 -0.153 -1.192 -0.4546
C -1.991 -0.727 -0.077 -0.0559
O -1.196 -0.101 0.949 -0.5315
H 2.636 0.072 1.706 0.2395
H 1.320 1.283 1.946 0.2245
H 1.035 -0.421 2.335 0.2600
H -0.334 1.574 0.002 0.1970
H -1.594 0.559 -1.862 0.2184
H -0.544 -0.884 -1.773 0.2331
H -1.989 -1.819 0.016 0.1791
H -3.020 -0.356 -0.044 0.1768
H 1.333 1.006 -1.806 -0.0755
H 1.489 0.262 -1.741 0.0554
```

Results
- Charge: 0
- Relative energy (zero: lowest compared OMol25 entry of this formula, charge and spin): 82.15 kcal/mol
- SMILES: CC(=O)[C@H]1CCO1.[H][H]
- HOMO-LUMO gap: 10.465 eV
- E_LUMO: 0.0353 Ha
- HOMO level: -9.50 eV

=====

Entry from the OMol25 dataset: a gas-phase ion, C7H18O4PS (charge +1) (ωB97M-V/def2-TZVPD).

The geometry in XYZ format:
```
31
Properties=species:S:1:pos:R:3:nbo_charge:R:1
C 2.569 3.325 -0.711 -0.6578
C 0.636 -2.819 1.066 -0.6531
C -1.771 2.179 -0.511 -0.7769
C -2.846 -0.491 -1.319 -0.7252
C 2.152 2.075 0.051 -0.0581
C 1.969 -2.175 0.971 -0.0439
C -3.509 0.827 1.038 -0.6854
O 0.674 -1.087 -1.792 -1.0533
O -0.581 0.088 0.184 -1.0543
O 1.312 1.235 -0.847 -0.8490
O 1.728 -0.722 0.595 -0.8458
P 0.877 -0.268 -0.622 2.5987
S -2.174 0.513 0.062 1.5001
H 2.137 4.286 -0.399 0.2283
H 3.623 3.434 -0.760 0.2344
H 2.179 3.227 -1.756 0.2412
H 0.117 -2.217 1.783 0.2206
H 0.252 -3.026 0.145 0.2270
H 0.892 -3.870 1.475 0.2381
H -0.696 2.309 -0.186 0.2785
H -2.491 2.878 -0.025 0.2632
H -1.954 2.215 -1.557 0.2573
H -3.556 0.262 -1.643 0.2685
H -2.968 -1.435 -0.839 0.2696
H -2.146 -0.668 -2.098 0.2828
H 1.541 2.210 0.992 0.1874
H 3.054 1.520 0.362 0.2118
H 2.442 -2.669 0.086 0.2124
H 2.520 -2.111 1.906 0.2201
H -3.938 -0.052 1.236 0.2099
H -3.363 1.511 1.864 0.2529
```

Results
- Charge: +1
- HOMO-LUMO gap: 9.964 eV
- E_LUMO: -0.1491 Ha
- HOMO level: -14.02 eV

=====

Entry from the OMol25 dataset: a molecular structure, H26O13 (ωB97M-V/def2-TZVPD).

The geometry in XYZ format:
```
39
Properties=species:S:1:pos:R:3:nbo_charge:R:1
H 0.398 -0.784 -0.026 0.4758
H -0.624 -1.070 -1.114 0.4812
H 0.670 2.051 -1.490 0.4579
H 0.688 1.491 -0.077 0.4916
H -1.763 -3.123 -0.710 0.4803
H -2.310 -2.050 -1.637 0.4872
H 0.776 -2.030 4.274 0.4685
H 1.821 -0.984 4.623 0.4661
H -0.817 2.522 1.671 0.4595
H -1.414 3.919 1.738 0.4687
H 2.823 -2.456 -1.979 0.4590
H 1.322 -2.649 -2.119 0.4731
H 1.859 1.581 1.536 0.4487
H 2.830 0.662 0.813 0.5136
H 2.200 1.818 3.092 0.4483
H 3.081 2.442 4.162 0.4733
H 2.661 0.227 -1.414 0.4843
H 4.069 0.232 -1.985 0.4764
H -1.883 -1.374 0.861 0.4937
H -1.757 0.127 1.063 0.3984
H -3.912 0.658 0.420 0.4695
H -4.918 -0.481 0.441 0.4693
H -1.945 0.912 -2.215 0.4689
H -0.708 1.772 -2.415 0.4718
H -0.839 -1.919 -3.529 0.4684
H -1.754 -0.772 -3.927 0.4915
O -0.230 -1.453 -0.322 -0.9140
O 0.286 1.357 -0.943 -0.9645
O -2.271 -2.304 -0.708 -0.9614
O 1.153 -1.200 3.962 -0.9335
O -1.572 3.042 1.370 -0.9275
O 2.145 -3.140 -2.012 -0.9401
O 1.891 0.787 0.991 -0.9399
O 3.089 1.778 3.464 -0.9206
O 3.556 0.533 -1.227 -0.9605
O -1.285 -0.634 0.707 -0.9451
O -4.789 0.425 0.743 -0.9400
O -1.310 1.186 -2.887 -0.9463
O -1.220 -1.100 -3.194 -0.9522
```

Results
- Charge: 0
- Relative energy (zero: lowest compared OMol25 entry of this formula, charge and spin): 186.67 kcal/mol
- HOMO-LUMO gap: 6.696 eV
- E_LUMO: -0.0072 Ha
- HOMO level: -6.89 eV

=====

Entry from the OMol25 dataset: a molecular structure, C55H43CrN5P (ωB97M-V/def2-TZVPD).

The geometry in XYZ format:
```
105
Properties=species:S:1:pos:R:3:mulliken_spin:R:1
Cr 0.452 0.593 -0.462 3.2962
C 4.684 3.352 5.413 0.0133
C 4.027 2.139 5.562 -0.0089
C 3.250 1.631 4.532 0.0242
C 3.130 2.306 3.315 0.0146
C 3.805 3.525 3.181 0.0255
C 4.560 4.048 4.218 -0.0063
C 2.313 1.773 2.197 0.1295
C 2.632 0.506 1.683 -0.0063
C 3.664 -0.355 2.199 0.0889
C 3.671 -1.479 1.438 -0.0458
C 2.692 -1.296 0.411 0.0848
N 2.051 -0.087 0.600 -0.1013
C 2.499 -2.160 -0.661 0.0496
C 1.598 -1.946 -1.720 0.1024
C 1.650 -2.646 -2.957 -0.0152
C 0.740 -2.053 -3.788 0.1395
C 0.106 -1.011 -3.043 -0.0186
C -0.930 -0.184 -3.532 0.1747
C -1.454 -0.413 -4.897 0.0310
C -1.929 -1.661 -5.312 0.0401
C -2.446 -1.846 -6.585 -0.0130
C -2.511 -0.785 -7.477 0.0226
C -2.046 0.463 -7.084 -0.0139
C -1.520 0.643 -5.815 0.0382
C -1.520 0.856 -2.781 -0.0525
N -1.024 1.384 -1.631 -0.0477
C -1.885 2.391 -1.251 0.1191
C -1.676 3.269 -0.196 -0.0244
C -2.680 4.348 0.014 -0.0059
C -3.642 4.221 1.013 -0.0107
C -4.575 5.224 1.232 0.0057
C -4.555 6.375 0.457 -0.0018
C -3.603 6.510 -0.542 0.0038
C -2.675 5.502 -0.764 -0.0081
C -0.589 3.224 0.682 0.1382
C -0.338 4.190 1.693 0.0005
C 0.791 3.790 2.350 0.1220
C 1.232 2.572 1.735 0.0346
N 0.380 2.245 0.723 -0.1061
C -2.981 2.457 -2.164 -0.0492
C -2.757 1.509 -3.114 0.0826
N 0.645 -0.954 -1.789 -0.0720
C 3.376 -3.355 -0.760 -0.0122
C 4.762 -3.227 -0.851 -0.0050
C 5.574 -4.347 -0.949 0.0044
C 5.017 -5.618 -0.961 -0.0043
C 3.639 -5.757 -0.876 0.0072
C 2.829 -4.637 -0.778 -0.0130
H 5.286 3.751 6.220 0.0016
H 4.113 1.592 6.493 -0.0002
H 2.703 0.707 4.672 0.0029
H 3.739 4.058 2.241 -0.0011
H 5.055 5.005 4.093 0.0000
H 4.309 -0.143 3.033 0.0025
H 4.278 -2.358 1.578 -0.0005
H 2.315 -3.462 -3.187 -0.0011
H 0.544 -2.293 -4.820 0.0115
H -1.917 -2.483 -4.607 -0.0004
H -2.820 -2.819 -6.879 -0.0004
H -2.928 -0.927 -8.467 0.0030
H -2.097 1.300 -7.769 -0.0003
H -1.153 1.617 -5.516 0.0038
H -3.660 3.322 1.617 -0.0002
H -5.321 5.106 2.008 0.0004
H -5.280 7.160 0.632 -0.0002
H -3.585 7.406 -1.151 0.0004
H -1.936 5.610 -1.549 0.0008
H -0.938 5.065 1.882 -0.0045
H 1.251 4.279 3.190 0.0032
H -3.816 3.135 -2.082 -0.0036
H -3.396 1.254 -3.944 0.0059
H 5.198 -2.236 -0.855 0.0005
H 6.648 -4.225 -1.022 0.0001
H 5.650 -6.493 -1.036 -0.0005
H 3.193 -6.744 -0.877 0.0004
H 1.753 -4.745 -0.710 -0.0057
C -1.124 -0.310 0.754 -0.1058
C -0.581 -1.325 1.649 0.0363
C -0.463 -2.667 1.241 -0.0270
C 0.105 -3.626 2.049 0.0112
C 0.573 -3.288 3.323 -0.0198
C 0.418 -1.970 3.769 0.0117
C -0.152 -1.019 2.955 -0.0260
C 1.210 -4.260 4.142 0.0020
N 1.735 -5.047 4.801 -0.0077
H -1.596 0.504 1.308 -0.0062
H -1.850 -0.750 0.067 0.0060
H -0.817 -2.938 0.252 -0.0083
H 0.196 -4.651 1.711 0.0001
H 0.750 -1.713 4.769 0.0001
H -0.260 -0.001 3.313 0.0020
C 3.446 0.732 -2.794 0.0015
P 2.190 1.738 -1.913 -0.0366
C 1.563 2.779 -3.291 -0.0018
C 3.281 2.919 -1.028 0.0001
H 4.006 1.353 -3.495 -0.0005
H 2.951 -0.081 -3.330 -0.0015
H 4.128 0.294 -2.063 0.0008
H 2.355 3.403 -3.710 -0.0020
H 0.754 3.409 -2.917 0.0019
H 1.160 2.128 -4.069 0.0000
H 3.927 3.462 -1.721 -0.0007
H 3.889 2.355 -0.319 0.0003
H 2.669 3.625 -0.463 0.0007
```

Results
- Charge: -1
- 2S+1: 5
- HOMO-LUMO gap (spin up / spin down): 4.305 / 5.113 eV
- E_LUMO (spin up / spin down): 0.0682 / 0.0474 Ha
- HOMO level (spin up / spin down): -2.45 / -3.82 eV